Entry from the OMol25 dataset: a 11-piece molecular cluster, C15H50F6O10P overall (ωB97M-V/def2-TZVPD).

```
82
Properties=species:S:1:pos:R:3
P -13.517 5.392 20.013
F -12.276 6.241 20.605
F -13.891 6.794 19.197
F -12.633 4.933 18.739
F -14.821 4.654 19.303
F -13.058 4.096 20.900
F -14.464 5.958 21.171
C -13.067 6.227 23.035
O -13.584 7.197 23.930
H -12.305 5.621 23.527
H -13.775 5.544 22.566
H -12.606 6.733 22.187
H -14.022 6.744 24.654
C -10.332 7.350 21.724
C -9.303 6.483 20.980
O -8.882 5.390 21.761
H -10.169 7.566 22.780
H -11.349 6.968 21.645
H -10.390 8.341 21.273
H -8.452 7.117 20.734
H -9.686 6.104 20.032
H -9.577 4.885 22.189
C -15.924 7.622 20.913
C -15.882 8.002 19.429
O -15.880 9.472 19.343
H -15.929 6.533 20.885
H -16.880 7.893 21.360
H -15.013 7.902 21.443
H -16.742 7.631 18.871
H -14.918 7.659 19.051
H -15.007 9.756 19.063
C -15.216 5.913 17.209
C -13.981 5.614 16.414
O -13.548 4.355 16.833
H -14.952 6.213 18.223
H -15.872 5.043 17.240
H -15.807 6.715 16.764
H -13.265 6.392 16.681
H -14.145 5.588 15.337
H -13.401 4.383 17.781
C -17.104 4.860 19.147
C -17.903 5.818 18.229
O -19.325 5.573 18.464
H -17.569 4.886 20.133
H -16.063 5.184 19.180
H -17.096 3.807 18.865
H -17.652 5.691 17.176
H -17.714 6.862 18.478
H -19.702 5.241 17.646
C -16.705 4.802 21.727
C -16.278 5.816 22.781
O -16.802 5.503 24.056
H -16.228 3.860 21.998
H -16.196 4.979 20.780
H -17.780 4.679 21.593
H -16.600 6.812 22.477
H -15.197 5.787 22.915
H -16.159 5.878 24.661
C -16.152 1.197 19.488
C -15.405 2.515 19.619
O -14.288 2.422 20.461
H -16.453 0.826 20.468
H -15.507 0.438 19.043
H -17.052 1.279 18.880
H -16.084 3.287 19.980
H -15.099 2.829 18.622
H -13.787 3.239 20.399
C -10.880 3.214 23.525
C -11.364 3.761 22.214
O -10.982 5.086 21.876
H -11.090 3.813 24.411
H -9.806 3.036 23.474
H -11.277 2.218 23.720
H -12.452 3.702 22.242
H -11.055 3.109 21.397
H -11.669 5.445 21.308
O -10.726 6.037 18.232
H -11.364 5.846 18.920
H -10.831 5.323 17.603
O -12.475 8.418 19.188
H -12.373 8.367 18.238
H -12.846 7.571 19.436
```

* spin multiplicity: 1
* total charge: -1
* Kohn-Sham gap: 0.3291 Eh
* energy above the lowest of the compared OMol25 structures with the same formula, charge and spin: 2108.7 kJ/mol

=====

Entry from the OMol25 dataset: a 10-piece molecular cluster, C15H52FN18O15P2S overall (ωB97M-V/def2-TZVPD).

```
104
Properties=species:S:1:pos:R:3
C 4.044 0.047 2.375
C 2.830 0.461 1.570
O 3.119 0.870 0.236
C 3.553 -0.159 -0.618
C 2.406 -1.076 -1.092
C 2.339 -2.473 -0.511
S 0.932 -3.353 -1.466
O 0.645 -2.703 -2.712
O 1.068 -4.752 -1.528
F -0.332 -3.080 -0.543
O 1.911 -2.586 0.766
P 2.580 -4.003 1.690
O 3.500 -4.471 0.220
C 3.623 -3.340 -0.555
P 4.371 -3.638 -2.206
O 3.531 -4.272 -3.244
H 3.812 -0.093 3.424
H 4.890 0.712 2.216
H 4.365 -0.933 2.016
H 2.040 -0.281 1.623
H 2.427 1.339 2.061
H 3.945 0.338 -1.505
H 4.389 -0.732 -0.225
H 2.537 -1.215 -2.166
H 1.454 -0.564 -0.990
H 3.027 -5.168 2.405
H 3.722 -3.254 2.175
H 1.749 -3.582 2.758
H 1.478 -4.745 1.129
H 4.449 -2.803 -0.045
H 5.551 -4.382 -1.973
H 4.811 -2.352 -2.614
C -1.009 0.902 0.188
O -0.189 0.623 1.039
N -1.718 -0.061 -0.478
N -1.283 2.194 -0.179
H -2.396 0.139 -1.188
H -1.528 -1.019 -0.236
H -0.773 2.916 0.293
H -1.956 2.456 -0.877
C 3.082 3.814 -1.859
O 4.236 3.907 -1.475
N 2.601 4.594 -2.889
N 2.180 2.952 -1.323
H 1.661 4.542 -3.231
H 3.240 5.241 -3.311
H 2.476 2.341 -0.556
H 1.233 2.884 -1.648
C -1.242 -2.429 -6.665
O -1.955 -1.826 -7.464
N -1.253 -2.170 -5.337
N -0.379 -3.414 -7.051
H -0.673 -2.652 -4.665
H -1.871 -1.450 -5.012
H -0.342 -3.643 -8.025
H 0.211 -3.913 -6.409
C -1.203 -1.069 -11.528
O -0.263 -1.257 -12.286
N -2.312 -0.356 -11.911
N -1.239 -1.540 -10.254
H -3.095 -0.186 -11.310
H -2.322 0.008 -12.845
H -0.443 -2.059 -9.937
H -1.998 -1.392 -9.612
C 0.068 -5.945 4.501
O 0.827 -5.287 3.820
N -1.258 -6.097 4.187
N 0.464 -6.595 5.643
H -1.899 -6.631 4.741
H -1.582 -5.638 3.357
H 1.428 -6.508 5.904
H -0.157 -7.134 6.214
C -3.262 5.625 -0.293
O -3.156 4.691 -1.073
N -4.451 6.241 -0.042
N -2.195 6.131 0.394
H -4.556 7.013 0.595
H -5.255 5.897 -0.531
H -1.300 5.706 0.235
H -2.264 6.899 1.035
C -2.967 -6.250 7.735
O -2.079 -6.423 6.918
N -3.405 -5.002 8.069
N -3.590 -7.285 8.377
H -4.132 -4.828 8.736
H -2.964 -4.226 7.610
H -3.287 -8.214 8.151
H -4.321 -7.162 9.051
C 2.960 3.677 4.546
O 3.062 2.758 3.764
N 1.752 4.253 4.849
N 4.042 4.217 5.193
H 1.643 5.013 5.492
H 0.942 3.877 4.392
H 4.939 3.817 4.991
H 3.981 4.977 5.843
C -6.048 9.360 1.469
O -4.900 9.148 1.109
N -6.988 9.882 0.630
N -6.478 9.091 2.737
H -7.935 10.065 0.900
H -6.699 10.089 -0.309
H -5.808 8.707 3.377
H -7.415 9.256 3.053
```

* spin multiplicity: 1
* total charge: -1
* Kohn-Sham gap: 0.1925 Eh

=====

Entry from the OMol25 dataset: a 10-piece molecular cluster, C15H52N16O10 overall (ωB97M-V/def2-TZVPD).

```
93
Properties=species:S:1:pos:R:3
C 1.838 2.317 0.909
C 2.873 3.345 1.417
C 4.189 3.018 0.700
O 4.958 4.233 0.867
C 6.260 4.230 0.207
N 2.391 4.720 1.333
H 0.875 2.432 1.406
H 2.061 1.269 1.113
H 1.758 2.343 -0.178
H 2.961 3.122 2.481
H 4.070 2.732 -0.345
H 4.639 2.100 1.078
H 6.869 3.389 0.537
H 6.737 5.188 0.414
H 6.228 4.168 -0.881
H 3.160 5.364 1.209
H 1.862 4.835 0.481
C -4.386 -1.355 -2.321
C -5.138 -0.142 -1.724
C -4.261 0.886 -0.981
O -3.646 0.392 0.221
C -3.077 1.502 0.992
N -5.887 0.504 -2.765
H -3.463 -1.202 -2.879
H -5.038 -1.914 -2.993
H -4.269 -2.065 -1.502
H -5.924 -0.540 -1.082
H -4.998 1.664 -0.780
H -3.544 1.393 -1.627
H -2.592 1.170 1.909
H -3.880 2.219 1.161
H -2.257 1.969 0.446
H -6.624 -0.088 -3.122
H -6.323 1.320 -2.361
O -0.638 -2.115 4.430
H 0.117 -2.589 4.778
H -1.396 -2.600 4.756
C -0.495 -1.051 0.316
O 0.710 -1.269 0.314
N -1.200 -0.531 -0.628
N -1.266 -1.339 1.344
H -0.704 -0.485 -1.507
H -2.196 -0.420 -0.506
H -2.251 -1.122 1.370
H -0.889 -1.757 2.183
C 0.898 1.159 4.450
O 1.354 2.271 4.645
N 1.627 0.063 4.615
N -0.299 0.787 4.151
H 1.176 -0.837 4.700
H 2.595 0.101 4.901
H -0.482 -0.206 4.168
H -0.900 1.550 3.872
C 3.101 -0.772 -2.955
O 2.609 0.152 -3.559
N 3.940 -1.660 -3.429
N 2.791 -1.164 -1.785
H 4.358 -1.485 -4.331
H 3.823 -2.625 -3.152
H 3.397 -1.862 -1.377
H 2.011 -0.835 -1.234
C -4.854 -2.154 2.284
O -4.336 -2.856 1.437
N -5.041 -0.892 2.114
N -5.246 -2.524 3.441
H -4.731 -0.426 1.273
H -5.809 -0.456 2.604
H -5.827 -1.946 4.031
H -4.910 -3.449 3.668
C 4.357 -1.978 1.557
O 4.329 -2.776 0.685
N 3.266 -1.288 1.918
N 5.365 -1.506 2.286
H 3.292 -0.779 2.790
H 2.408 -1.619 1.501
H 6.296 -1.888 2.197
H 5.064 -0.981 3.095
C -1.126 0.892 -3.928
O -1.110 -0.234 -4.520
N -2.015 1.790 -4.095
N -0.273 1.267 -2.960
H -2.018 2.627 -3.530
H -2.716 1.602 -4.797
H 0.600 0.760 -2.978
H -0.331 2.111 -2.408
C 0.513 -3.875 -3.724
O 0.355 -4.970 -3.214
N 0.909 -3.687 -4.954
N 0.430 -2.760 -3.092
H 1.003 -2.765 -5.354
H 1.044 -4.500 -5.538
H 0.348 -2.732 -2.086
H 0.547 -1.883 -3.579
```

* spin multiplicity: 1
* Kohn-Sham gap: 0.3131 Eh
* SMILES: COC[C@H](C)N.COC[C@H](C)N.NC(N)=O.NC(N)=O.NC(N)=O.NC(N)=O.NC(N)=O.NC(N)=O.NC(N)=O.O

=====

Entry from the OMol25 dataset: C15H52N3O11Zr as an isolated structure (ωB97M-V/def2-TZVPD).

```
82
Properties=species:S:1:pos:R:3
Zr 4.658 0.010 1.653
C 1.386 -1.308 1.291
O 2.609 -0.582 1.301
H 0.643 -0.681 0.800
H 1.572 -2.236 0.753
H 1.053 -1.563 2.300
C 0.925 4.603 -3.787
C 0.679 4.622 -2.287
C 0.334 3.231 -1.766
O 0.071 3.289 -0.359
C 0.270 2.058 0.282
N 1.789 5.151 -1.489
H 1.631 3.849 -4.134
H 1.248 5.608 -4.055
H -0.032 4.383 -4.260
H -0.184 5.285 -2.123
H 1.207 2.606 -1.998
H -0.561 2.778 -2.198
H -0.265 2.120 1.230
H 1.326 1.883 0.546
H -0.077 1.250 -0.371
H 1.517 5.047 -0.515
H 1.916 6.125 -1.745
C -4.969 -0.728 0.626
C -3.684 0.030 0.881
C -3.759 0.732 2.273
O -3.717 -0.294 3.233
C -4.177 0.116 4.513
N -2.588 -0.946 0.867
H -5.838 -0.110 0.865
H -5.045 -1.603 1.272
H -5.083 -1.024 -0.415
H -3.436 0.748 0.098
H -4.687 1.300 2.372
H -2.922 1.432 2.395
H -3.491 0.885 4.886
H -4.073 -0.727 5.194
H -5.221 0.430 4.507
H -1.695 -0.464 0.916
H -2.718 -1.527 1.696
C -0.538 -0.969 -2.539
C -0.149 -2.300 -3.181
C -1.112 -2.797 -4.243
O -0.747 -4.112 -4.541
C -1.138 -4.571 -5.837
N 1.268 -2.250 -3.673
H -0.533 -0.113 -3.216
H 0.147 -0.778 -1.707
H -1.538 -1.020 -2.102
H -0.106 -3.082 -2.413
H -1.007 -2.080 -5.074
H -2.146 -2.720 -3.890
H -0.931 -3.783 -6.574
H -2.211 -4.708 -6.017
H -0.580 -5.494 -5.949
H 1.359 -3.246 -3.897
H 1.249 -1.814 -4.595
C 0.594 2.173 4.306
C -0.055 0.824 4.424
O 0.838 -0.170 4.982
O 1.118 2.580 5.568
H -0.118 2.950 4.017
H 1.407 2.106 3.568
H -0.486 0.472 3.489
H -0.861 0.814 5.165
H 1.044 0.092 5.890
H 1.389 3.500 5.500
O 4.991 -1.625 0.035
H 5.796 -1.707 -0.511
H 4.293 -2.163 -0.445
O 4.310 0.902 -0.389
H 4.350 1.807 -0.761
H 3.770 0.382 -1.018
O 3.331 0.007 3.839
H 3.524 0.639 4.554
H 2.402 -0.301 4.014
O 0.149 -4.581 1.242
H 0.769 -5.157 0.777
H 0.452 -3.684 1.073
O 3.233 -2.961 -1.561
H 2.319 -2.971 -1.899
H 3.543 -3.874 -1.660
```

* spin multiplicity: 1
* total charge: +3
* Kohn-Sham gap: 0.0621 Eh

=====

E_HOMO in eV, matching the order above: -6.43, -4.09, -8.84, -15.47
LUMO in eV, matching the order above: 2.529, 1.152, -0.323, -13.781